Entry 1:
The following is a quantum chemistry calculation of a cluster of 2 separate species, C4H10O2S in total at a distorted geometry, from the Open Molecules 2025 dataset.

XYZ file:
```
17
Properties=species:S:1:pos:R:3
O 3.1323 -2.8895 1.2270
C 1.9825 -2.8288 0.8899
C 1.3294 -1.7438 0.1005
C -0.2132 -1.6221 0.3091
C -0.6114 -0.1795 0.5771
S -2.4431 -0.0108 0.6757
H 1.3240 -3.7010 1.1178
H 1.5397 -1.9682 -0.9489
H 1.8131 -0.7703 0.2078
H -0.6865 -1.9065 -0.6327
H -0.5432 -2.3169 1.0799
H -0.2176 0.5361 -0.1422
H -0.2439 0.1368 1.5570
H -2.6161 0.4903 -0.5526
H -1.4878 6.5581 -2.4838
H -1.0882 6.2574 -1.0387
O -0.9700 5.9586 -1.9429
```

SMILES: O=CCCCS.O
Gap between HOMO and LUMO: 0.3666 hartree
Strongest force on any atom: 1.50 eV/Å
Energy relative to the best compared isomer or geometry (same formula, charge and spin): 127.6 kJ/mol

=====

Entry 2:
The following is a quantum chemistry calculation of a structure of composition C62H75HfN7PSSi5Te at a distorted geometry, from the Open Molecules 2025 dataset.

XYZ file:
```
153
Properties=species:S:1:pos:R:3
Hf 0.9703 0.6279 0.0185
C -1.8481 2.0384 -4.7013
C -1.4570 2.7201 -3.5549
C -1.0485 2.0173 -2.4355
C -1.0174 0.6248 -2.4392
C -1.4391 -0.0649 -3.5722
C -1.8381 0.6508 -4.6957
N -0.5504 -0.0452 -1.2643
N -0.6899 -1.4120 -1.4195
C -0.4384 -2.1503 -0.4029
C -0.5500 -3.5900 -0.6106
C -0.0710 -4.4125 0.3279
C 0.5368 -3.8549 1.5275
C 0.5065 -2.5419 1.7647
N -0.0301 -1.6222 0.8398
H -2.1709 2.5790 -5.5805
H -1.4738 3.8032 -3.5256
H -0.7676 2.5558 -1.5366
H -1.4507 -1.1435 -3.5731
H -2.1595 0.1069 -5.5752
H -0.9912 -3.9211 -1.5390
H -0.1217 -5.4866 0.2054
H 1.0122 -4.4988 2.2551
H 0.8939 -2.0937 2.6637
C 5.8701 0.8604 -4.4044
C 5.0965 -0.2018 -4.8392
C 4.1912 -0.8128 -3.9762
C 4.0549 -0.3599 -2.6706
C 4.8598 0.6938 -2.2308
C 5.7575 1.3014 -3.0887
P 2.8499 -1.0556 -1.4790
C 2.3424 -2.6384 -2.2284
C 2.6841 -3.8810 -1.7089
C 2.2686 -5.0467 -2.3431
C 1.4860 -4.9826 -3.4827
C 1.1042 -3.7432 -3.9882
C 1.5262 -2.5847 -3.3623
C 3.9811 -1.4998 -0.1258
C 5.1270 -2.2127 -0.3719
C 6.0069 -2.5513 0.6722
C 5.7154 -2.1600 1.9481
C 4.5506 -1.4088 2.2312
C 4.2663 -1.0047 3.5620
C 3.1441 -0.2873 3.8320
C 2.2651 0.0677 2.7783
C 2.4904 -0.2552 1.4596
C 3.6624 -1.0477 1.1852
H 6.5730 1.3338 -5.0773
H 5.1956 -0.5696 -5.8524
H 3.6037 -1.6479 -4.3351
H 4.8009 1.0281 -1.2003
H 6.3761 2.1152 -2.7329
H 3.2811 -3.9513 -0.8100
H 2.5579 -6.0073 -1.9365
H 1.1625 -5.8913 -3.9736
H 0.4772 -3.6827 -4.8684
H 1.2034 -1.6273 -3.7590
H 5.3631 -2.5243 -1.3834
H 6.9052 -3.1154 0.4602
H 6.3809 -2.4109 2.7656
H 4.9590 -1.2734 4.3506
H 2.9206 0.0236 4.8459
H 1.3823 0.6406 3.0589
C 2.6522 3.3723 1.9873
Si 0.9113 3.1040 1.2473
C -0.2019 3.2645 2.7557
C 0.5395 4.6497 0.1948
H 2.8335 4.4435 2.1213
H 3.4923 2.9597 1.4245
H 2.6994 2.8965 2.9691
H 0.1100 4.1420 3.3311
H -0.1530 2.3944 3.4150
H -1.2484 3.4011 2.4768
H -0.1453 5.3023 0.7441
H 0.0911 4.4466 -0.7803
H 1.4488 5.2275 0.0141
N -4.4824 3.7754 -0.2438
C -3.2422 3.4894 0.2459
N -2.8939 2.2450 0.0849
C -3.9790 1.6543 -0.5581
C -4.1525 0.3382 -0.9948
C -5.3455 0.0182 -1.6071
C -6.3557 0.9801 -1.7973
C -6.1948 2.2863 -1.3840
C -4.9866 2.5959 -0.7638
H -4.9420 4.6671 -0.2075
H -2.6337 4.2523 0.7100
H -3.3730 -0.4005 -0.8610
H -5.5101 -0.9930 -1.9556
H -7.2768 0.6899 -2.2849
H -6.9677 3.0269 -1.5409
S 3.3533 4.6931 -4.9835
C 2.8138 3.5524 -3.7598
C 2.1621 2.3570 -4.0329
C 1.7878 1.5514 -2.9829
N 2.0209 1.8379 -1.6939
C 2.6691 2.9895 -1.4413
C 3.0826 3.8565 -2.4255
C 2.4753 4.1072 -6.4073
C 1.1533 4.4732 -6.6156
C 0.5070 3.9912 -7.7431
N 1.0832 3.1970 -8.6430
C 2.3548 2.8657 -8.4372
C 3.0949 3.2923 -7.3425
H 1.9335 2.0426 -5.0402
H 1.3015 0.6076 -3.1850
H 2.8783 3.2153 -0.4097
H 3.6030 4.7638 -2.1494
H 0.6409 5.1188 -5.9150
H -0.5258 4.2609 -7.9337
H 2.8102 2.2245 -9.1832
H 4.1271 2.9921 -7.2206
C -4.8478 -0.1037 5.6786
Si -4.0873 0.1160 3.9908
C -5.3558 -0.1827 2.6535
C -3.4869 1.8761 3.8059
Si -2.2857 -1.4094 3.7411
Te -1.4166 -0.1719 1.6988
Si -3.2557 -3.4565 3.1439
C -4.7426 -3.6332 4.2618
C -3.7575 -3.4024 1.3516
C -2.1303 -4.8989 3.4852
Si -0.9719 -1.3964 5.6727
C 0.6051 -2.3763 5.5145
C -2.0253 -2.1985 6.9905
C -0.5790 0.3681 6.1315
H -5.7699 0.4819 5.7312
H -4.1833 0.2474 6.4704
H -5.1002 -1.1445 5.8857
H -6.1183 0.6000 2.7116
H -5.8579 -1.1455 2.7485
H -4.9131 -0.1347 1.6549
H -4.3421 2.5470 3.9367
H -3.0854 2.0695 2.8071
H -2.7196 2.1508 4.5309
H -5.5181 -2.8973 4.0522
H -4.4759 -3.5476 5.3176
H -5.1711 -4.6282 4.1094
H -4.4153 -2.5563 1.1421
H -4.2871 -4.3213 1.0842
H -2.8837 -3.3169 0.7006
H -1.8954 -4.9838 4.5489
H -1.1923 -4.8318 2.9356
H -2.6447 -5.8161 3.1831
H 0.4005 -3.4307 5.3141
H 1.1546 -2.3142 6.4586
H 1.2662 -2.0010 4.7341
H -2.3116 -3.2168 6.7170
H -2.9382 -1.6369 7.1900
H -1.4530 -2.2543 7.9206
H 0.0953 0.8296 5.4048
H -0.0936 0.4028 7.1108
H -1.4793 0.9835 6.1846
```

Charge: +1
Gap between HOMO and LUMO: 0.2376 hartree
Strongest force on any atom: 1.10 eV/Å
Energy relative to the best compared isomer or geometry (same formula, charge and spin): 243.3 kJ/mol

=====

Entry 3:
The following is a quantum chemistry calculation of a structure of composition C44H44BI2N13O4Sr, from the Open Molecules 2025 dataset.

XYZ file:
```
109
Properties=species:S:1:pos:R:3
Sr -0.8114 -0.8929 0.1823
C -3.3107 2.3368 -0.0921
C -2.8574 1.9767 1.2870
C -2.9964 2.7134 2.4684
C -2.4061 1.9356 3.4392
N -1.9569 0.8045 2.8618
N -2.2281 0.8293 1.5286
B -1.1596 -0.2920 3.6184
N -1.6740 -1.7500 3.3057
C -1.7786 -2.7388 4.2188
C -2.2289 -3.8760 3.5868
C -2.3767 -3.4977 2.2469
C -2.7976 -4.3239 1.0735
N -2.0430 -2.2213 2.0875
N 0.3593 -0.1903 3.2753
C 1.4316 -0.3326 4.0714
C 2.5684 -0.2412 3.2922
C 2.0945 -0.0307 1.9917
C 2.8684 0.1374 0.7229
N 0.7632 -0.0044 1.9895
N -1.3869 -0.0503 5.1082
C -2.5705 -0.2310 5.7511
C -2.5252 0.4661 6.9282
C -1.2525 1.0808 6.9280
C -0.6528 1.9644 7.9750
N -0.5833 0.7805 5.8288
H -3.6674 3.3645 -0.1169
H -4.1273 1.6888 -0.4176
H -2.4955 2.2446 -0.8137
H -3.4574 3.6792 2.5934
H -2.2720 2.1280 4.4913
H -1.5280 -2.5762 5.2538
H -2.4321 -4.8374 4.0290
H -3.1778 -5.2903 1.3987
H -1.9505 -4.5052 0.4052
H -3.5816 -3.8224 0.5040
H 1.3191 -0.4465 5.1359
H 3.5935 -0.2860 3.6232
H 3.8623 -0.2985 0.8193
H 2.9930 1.1913 0.4715
H 2.3677 -0.3394 -0.1246
H -3.3622 -0.8216 5.3161
H -3.2881 0.5261 7.6874
H -1.3238 2.0579 8.8273
H -0.4612 2.9615 7.5779
H 0.2964 1.5607 8.3268
I 2.1084 -3.3096 -3.7786
C 2.4943 -3.7937 -1.8151
C 3.6341 -4.4903 -1.4701
C 3.9237 -4.7711 -0.1383
I 5.6490 -5.8372 0.2488
C 3.0675 -4.3289 0.9269
C 3.3081 -4.5513 2.2942
C 2.4207 -4.0607 3.2154
C 1.3034 -3.3427 2.7727
N 1.0480 -3.1226 1.4955
C 1.9074 -3.6125 0.5950
C 1.5544 -3.3479 -0.8150
O 0.5016 -2.7611 -1.0991
H 4.3142 -4.8179 -2.2439
H 4.1859 -5.1004 2.6069
H 2.5789 -4.2097 4.2747
H 0.5978 -2.9341 3.4812
C -3.9959 -4.2538 -6.2397
N -3.2681 -3.7342 -5.0858
C -2.2175 -4.3468 -4.4383
C -1.8065 -3.4957 -3.4606
N -2.6085 -2.3893 -3.5196
C -3.4682 -2.5443 -4.5009
H -3.8184 -5.3227 -6.3091
H -3.6537 -3.7723 -7.1531
H -5.0611 -4.0819 -6.1115
H -1.8553 -5.3170 -4.7330
H -0.9866 -3.5683 -2.7614
H -4.2146 -1.8266 -4.8040
O -3.1443 -0.0961 -2.8226
N -2.4016 -0.8793 -2.4952
C 1.2885 7.6945 -2.8304
C 1.6923 6.4639 -2.0623
C 2.4672 6.5912 -0.9156
C 2.8361 5.4778 -0.1770
C 2.4556 4.2199 -0.6070
C 1.6850 4.0741 -1.7567
N 1.2926 2.7628 -2.1427
C 1.6267 2.1601 -3.3293
C 2.6021 2.7403 -4.1634
C 2.9330 2.1750 -5.3727
C 2.3073 1.0082 -5.8170
C 1.3554 0.4280 -5.0111
C 1.0075 0.9669 -3.7675
C -0.0225 0.2735 -2.9576
O -0.7754 -0.5591 -3.5732
O -0.1471 0.5202 -1.7224
C 1.2694 5.1944 -2.4826
C 0.3655 5.0617 -3.6770
H 1.7827 8.5777 -2.4288
H 0.2097 7.8602 -2.7730
H 1.5456 7.6109 -3.8882
H 2.7800 7.5783 -0.5956
H 3.4336 5.5893 0.7191
H 2.7574 3.3336 -0.0630
H 0.7679 2.2031 -1.4927
H 3.0991 3.6419 -3.8295
H 3.6940 2.6459 -5.9833
H 2.5643 0.5706 -6.7727
H 0.8430 -0.4711 -5.3292
H -0.1453 4.1007 -3.6848
H 0.9242 5.1456 -4.6140
H -0.3891 5.8486 -3.6781
```

Charge: +1
Gap between HOMO and LUMO (alpha / beta): 0.2434 / 0.1583 hartree
<S²>: 0.783
Strongest force on any atom: 0.41 eV/Å
Energy relative to the best compared isomer or geometry (same formula, charge and spin): 55.6 kJ/mol
Spin multiplicity: 2